Entry 1:
# C41H39BF11N

7 unconnected molecules or ions with the total composition C41H39BF11N (ωB97M-V/def2-TZVPD, the Open Molecules 2025 dataset).

Structure (XYZ):
```
93
Properties=species:S:1:pos:R:3:forces:R:3
N 2.12877 -0.28560 -0.80319 -0.50 0.70 -0.63
B 0.90672 0.34075 -0.46031 0.04 -0.11 0.37
C 0.64828 1.88026 -0.70414 0.25 0.02 -0.12
C -0.80992 2.30480 -0.96564 0.11 0.30 0.04
C -1.83015 1.90201 0.12370 -0.07 0.41 -0.10
C -3.14631 1.39407 -0.42158 -0.12 0.03 0.16
F -3.66341 2.28772 -1.31810 0.05 -0.25 0.21
F -4.05576 1.27750 0.59921 0.27 0.07 -0.23
C -3.13673 0.00817 -1.11812 -0.05 0.06 0.05
F -2.41146 -0.86449 -0.41695 0.05 -0.01 0.05
F -2.64062 0.07830 -2.35439 0.13 0.04 -0.01
F -4.37718 -0.47711 -1.20609 -0.03 0.07 -0.23
H 2.80837 0.31154 -1.25841 0.03 -0.23 -0.15
H 2.08582 -1.20406 -1.21919 0.30 -0.19 0.53
H 0.07785 -0.33671 0.07433 -0.06 -0.15 -0.26
H 1.06889 2.47851 0.11968 -0.13 -0.15 -0.01
H 1.23880 2.17162 -1.58561 -0.05 0.09 0.17
H -0.82479 3.39906 -1.02885 -0.07 -0.18 -0.12
H -1.12611 1.96278 -1.95671 0.03 -0.12 0.22
H -2.12514 2.79990 0.68130 0.08 -0.20 0.03
H -1.42190 1.19581 0.84831 -0.11 -0.09 -0.18
F 4.18781 2.53895 -1.93907 -0.02 -0.01 0.00
C 5.49771 2.22192 -1.79179 0.08 -0.03 0.01
C 6.44366 2.94406 -2.48864 -0.03 0.06 0.02
C 7.77920 2.60371 -2.32254 0.00 -0.06 0.05
C 8.14638 1.55964 -1.48228 0.01 0.02 -0.01
C 7.16809 0.85011 -0.79837 0.03 0.06 -0.05
C 5.82929 1.18246 -0.94898 -0.09 -0.09 0.10
H 6.14107 3.74808 -3.14298 -0.01 -0.06 0.03
H 8.53777 3.16020 -2.85774 -0.01 0.00 -0.01
H 9.18891 1.30000 -1.35837 -0.08 0.01 -0.03
H 7.44621 0.03363 -0.14517 0.00 0.01 0.01
H 5.04887 0.65237 -0.41803 0.02 -0.01 0.01
F -10.00443 -1.42689 1.41828 -0.01 0.00 0.00
C -8.75243 -1.93326 1.38615 0.09 -0.03 0.00
C -7.74216 -1.17599 0.82843 0.00 0.08 -0.04
C -6.45637 -1.69936 0.80434 -0.10 -0.11 0.12
C -6.20618 -2.96097 1.32980 0.05 0.00 0.00
C -7.24230 -3.70296 1.88214 0.03 0.06 -0.04
C -8.53140 -3.18880 1.91640 -0.04 -0.03 -0.01
H -7.96333 -0.19769 0.42291 -0.01 0.00 0.02
H -5.65091 -1.12146 0.37912 -0.08 -0.01 0.07
H -5.20359 -3.36683 1.30658 0.00 0.00 0.01
H -7.04964 -4.68815 2.28736 0.00 0.00 0.01
H -9.35209 -3.74602 2.34367 -0.02 -0.01 -0.03
F -4.04560 -5.57919 0.73440 0.01 0.01 0.01
C -4.67975 -6.46398 -0.06516 -0.05 -0.08 -0.07
C -5.72412 -6.02338 -0.85276 -0.04 0.12 -0.02
C -6.36555 -6.93944 -1.67395 0.04 -0.07 0.03
C -5.96347 -8.26823 -1.69242 -0.01 0.00 -0.01
C -4.91211 -8.68394 -0.88711 -0.03 0.03 -0.02
C -4.25785 -7.77812 -0.06427 0.06 -0.03 0.04
H -6.02656 -4.98513 -0.81870 0.02 0.00 0.02
H -7.18386 -6.61106 -2.30073 -0.01 0.01 0.01
H -6.46905 -8.97829 -2.33297 0.00 0.00 0.00
H -4.59762 -9.71910 -0.89692 0.01 0.00 0.00
H -3.43321 -8.07792 0.56809 -0.01 0.02 0.01
F 6.05464 4.84992 -5.00649 0.00 0.07 -0.11
C 5.94332 6.18815 -5.16915 -0.01 0.08 0.00
C 5.37659 6.93369 -4.15572 -0.03 -0.03 0.07
C 5.26834 8.30624 -4.32761 0.02 0.00 -0.05
C 5.71884 8.90473 -5.49634 0.00 0.01 0.00
C 6.28288 8.12822 -6.49926 -0.02 0.01 0.05
C 6.40148 6.75488 -6.34037 0.04 -0.03 -0.06
H 5.02773 6.44458 -3.25603 0.01 -0.01 -0.01
H 4.82962 8.90896 -3.54372 -0.01 -0.01 0.00
H 5.62976 9.97490 -5.62526 0.00 0.00 0.00
H 6.63220 8.59142 -7.41232 0.01 0.00 0.00
H 6.84042 6.12949 -7.10574 -0.01 -0.01 0.01
F 11.24583 0.81168 -0.61472 0.09 -0.04 0.02
C 11.72509 1.74292 0.24038 0.01 0.06 0.04
C 12.00547 1.37062 1.53881 -0.01 -0.07 0.04
C 12.49448 2.33303 2.41037 0.00 0.04 -0.04
C 12.68901 3.63777 1.97781 0.01 0.01 0.01
C 12.39527 3.98358 0.66607 0.00 -0.03 0.04
C 11.90959 3.03094 -0.21820 -0.01 0.03 -0.07
H 11.84133 0.34903 1.85347 0.00 0.00 -0.02
H 12.72402 2.06048 3.43177 -0.01 -0.01 0.00
H 13.06856 4.38390 2.66269 0.00 0.00 0.00
H 12.54281 5.00013 0.32678 0.00 0.00 -0.01
H 11.67717 3.27569 -1.24584 -0.01 -0.02 0.00
F -10.34202 -5.03530 3.99574 -0.03 -0.04 0.03
C -10.31060 -4.60615 5.27744 0.01 0.03 0.07
C -9.74352 -3.37869 5.55458 0.03 0.05 -0.06
C -9.71755 -2.94762 6.87311 -0.03 -0.04 0.02
C -10.24805 -3.73962 7.88241 0.00 0.01 0.01
C -10.81030 -4.97042 7.57307 0.02 0.04 -0.01
C -10.84698 -5.41405 6.25883 -0.04 -0.07 0.00
H -9.33172 -2.78014 4.75309 -0.01 -0.01 -0.01
H -9.28042 -1.98696 7.11053 0.01 0.00 -0.01
H -10.22321 -3.39777 8.90835 0.00 0.00 0.00
H -11.22267 -5.59126 8.35727 -0.01 0.00 0.00
H -11.28334 -6.36708 5.99247 0.01 0.00 -0.02
```
Forces are in eV/Å.

Output
- E_HOMO: -8.98 eV
- Spin multiplicity: 1
- Total charge: 0

---

Entry 2:
# C41H39BrCl4N7O6PrS

A molecular structure, C41H39BrCl4N7O6PrS (ωB97M-V/def2-TZVPD, the Open Molecules 2025 dataset).

Structure (XYZ):
```
100
Properties=species:S:1:pos:R:3:forces:R:3
Pr 0.50104 -1.37167 -0.05367 -0.63 0.27 0.81
C 0.45290 5.32366 -3.95362 0.04 -0.08 0.02
C 0.69331 3.84945 -3.75941 -0.04 -0.01 -0.05
C 0.75588 2.97587 -4.83937 0.00 0.05 0.04
C 0.97123 1.61839 -4.64407 0.03 -0.15 -0.06
C 1.11537 1.11973 -3.36025 0.03 -0.21 -0.05
C 1.05877 1.98016 -2.27202 -0.01 -0.08 0.04
C 0.85433 3.33356 -2.47551 0.04 0.04 -0.03
S 1.40053 -0.63855 -3.09444 -0.12 0.14 -0.67
O 1.85617 -1.14847 -4.36834 -0.10 0.06 0.01
O 2.34653 -0.70515 -1.99073 -0.20 0.02 0.13
N 0.07833 -1.27227 -2.52192 0.51 0.10 -0.57
C -1.04710 -1.52792 -3.26879 -0.27 0.04 -0.34
C -1.22616 -1.24650 -4.61436 0.23 0.01 0.30
C -2.44494 -1.50606 -5.26012 -0.22 -0.07 -0.03
C -3.51035 -2.04095 -4.59129 0.03 0.07 -0.18
C -3.37116 -2.36947 -3.22424 0.22 -0.02 0.17
C -4.41475 -2.93249 -2.45754 0.03 0.00 0.07
C -4.19590 -3.25627 -1.14950 -0.16 -0.03 -0.14
C -2.92283 -3.02444 -0.59359 0.17 -0.01 0.08
N -1.94681 -2.48161 -1.26865 0.12 0.19 0.00
C -2.14008 -2.14149 -2.56189 -0.21 0.01 -0.19
H 0.07100 5.53175 -4.95354 0.00 0.02 0.00
H 1.37829 5.88861 -3.81695 -0.02 0.03 0.00
H -0.26839 5.68773 -3.22004 0.01 0.04 -0.01
H 0.63720 3.35938 -5.84714 -0.01 0.00 0.00
H 1.04516 0.93559 -5.48095 0.00 0.05 -0.01
H 1.16643 1.58969 -1.26785 0.02 0.04 0.07
H 0.80960 4.00157 -1.62153 0.01 -0.02 -0.02
H -0.40070 -0.83868 -5.17839 -0.03 -0.01 -0.03
H -2.53311 -1.27352 -6.31589 0.00 0.02 0.01
H -4.45507 -2.22290 -5.09193 0.01 -0.01 0.01
H -5.37969 -3.09716 -2.92571 0.00 -0.02 0.01
H -4.98313 -3.68941 -0.54489 0.03 0.00 0.04
H -2.69530 -3.29523 0.43316 0.00 0.07 -0.01
O -1.80996 0.06204 -0.72817 0.03 0.14 0.09
N -1.93619 1.30326 -0.60637 -0.15 -0.16 -0.10
N -0.99942 1.84252 0.09145 0.03 0.14 0.16
O -0.02005 1.16728 0.62251 -0.10 -0.23 -0.15
C -1.02702 3.24546 0.26503 -0.04 0.24 0.04
C -0.16129 3.80680 1.19708 0.05 -0.12 0.00
C -0.11057 5.18463 1.34256 -0.06 0.09 -0.05
C -0.91338 6.00691 0.56487 0.04 0.06 0.03
C -1.78738 5.43626 -0.35340 -0.01 -0.03 0.00
C -1.85142 4.06257 -0.50944 -0.04 -0.04 0.03
H 0.46549 3.14897 1.78265 -0.01 -0.05 -0.05
H 0.56415 5.61898 2.07000 0.02 -0.02 -0.01
H -0.85633 7.08410 0.66653 -0.01 -0.01 0.02
H -2.41926 6.07037 -0.96429 0.00 -0.01 0.00
H -2.51669 3.61107 -1.22999 0.02 -0.01 -0.02
C -2.60053 -4.93943 2.61024 0.06 0.08 0.04
N -1.76020 -3.92613 3.19633 -0.01 -0.12 0.12
C -0.49937 -4.48069 3.63757 -0.05 -0.12 0.10
C -2.41251 -3.14170 4.21544 -0.06 0.07 -0.15
C -3.51043 -2.24934 3.64326 0.06 -0.06 0.04
N -3.03555 -1.36254 2.60821 -0.21 0.21 -0.13
C -4.12339 -0.80510 1.83320 0.08 -0.07 0.02
C -2.18129 -0.29565 3.09937 -0.08 -0.04 -0.08
H -2.90820 -5.71018 3.34821 -0.03 -0.01 -0.02
H -2.05579 -5.41757 1.79586 0.02 -0.04 0.01
H -3.49979 -4.49236 2.18279 -0.05 -0.06 0.03
H -0.62577 -5.20851 4.46595 -0.06 0.00 0.01
H 0.15480 -3.68373 3.98478 0.07 0.09 -0.03
H -0.01694 -4.97860 2.79600 0.00 0.07 0.15
H -1.65282 -2.52237 4.69500 0.02 -0.02 0.03
H -2.87273 -3.77248 5.00761 0.06 -0.02 0.01
H -3.98927 -1.69945 4.48136 0.01 0.01 -0.03
H -4.28303 -2.88390 3.19891 -0.06 0.06 0.08
H -4.74401 -0.09774 2.41941 -0.01 -0.01 0.01
H -4.77190 -1.60600 1.46990 -0.01 0.01 -0.02
H -3.71806 -0.27897 0.96806 -0.03 0.03 -0.01
H -2.75158 0.41747 3.73023 0.01 -0.05 0.02
H -1.76967 0.24255 2.24655 0.05 0.09 0.03
H -1.33201 -0.68207 3.65271 0.00 -0.04 -0.03
Cl 5.95944 -2.63274 4.37870 0.08 -0.03 0.02
C 4.37996 -2.23638 3.77550 -0.16 0.09 0.05
C 3.39530 -1.79084 4.63268 0.14 -0.08 -0.16
Cl 3.72961 -1.62254 6.32901 -0.03 0.02 0.09
C 2.12510 -1.47608 4.11882 -0.04 0.04 -0.01
Cl 0.92060 -0.81362 5.19124 -0.11 -0.05 -0.02
C 1.78658 -1.61880 2.76949 0.45 -0.11 0.20
O 0.62390 -1.32710 2.28417 0.09 -0.04 0.01
C 2.83635 -2.07664 1.86658 0.02 -0.02 0.23
O 2.58373 -2.14622 0.60220 0.02 -0.25 0.18
C 4.09494 -2.35395 2.40620 -0.06 -0.02 -0.06
Cl 5.34294 -2.82665 1.29227 0.04 -0.03 -0.04
N 2.38892 0.34730 0.58154 0.59 0.80 0.01
C 3.33064 0.90979 0.24968 -0.26 -0.08 0.31
C 4.48170 1.61905 -0.20402 0.35 0.16 -0.26
C 4.84669 1.51755 -1.54881 -0.07 -0.04 0.18
C 5.94699 2.22210 -2.00364 0.09 0.03 -0.06
C 6.68615 3.01285 -1.13348 -0.02 -0.03 -0.01
C 6.32482 3.10329 0.20408 0.07 0.03 -0.03
C 5.22265 2.41038 0.67305 -0.14 -0.08 0.01
H 4.26694 0.87490 -2.19736 -0.03 0.00 -0.03
H 6.23894 2.14735 -3.04372 -0.02 -0.01 0.01
H 7.55155 3.55092 -1.50075 0.00 0.01 0.02
H 6.90974 3.70973 0.88397 -0.02 0.00 0.01
H 4.92511 2.46647 1.71167 0.02 0.00 0.01
Br 0.18349 -4.16173 0.33802 0.00 -0.87 -0.30
```
Forces are in eV/Å.

Output
- E_HOMO (alpha / beta): -1.53 / -1.55 eV
- Spin multiplicity: 3
- Total charge: -2
- ⟨S²⟩: 2.002

---

In the order shown, the computed max |F| values come out to 0.02064 0.02057 Eh/bohr.